# 1
Below is one molecule with the formula C4H12N4 in a non-equilibrium geometry, with properties calculated with the ωB97M-V functional and the def2-TZVPD basis.

Last column: natural (NBO) charge in e.
CARTESIAN COORDINATES (ANGSTROEM)
C (-0.75393, 0.11783, 0.85446)  -0.13
C (1.26002, 0.35663, -1.72687)  -0.42
C (-0.53244, 1.58080, 0.56662)  -0.61
N (1.06769, -0.60080, -0.65414)  -0.41
C (-0.51374, -0.93218, -0.11267)  0.47
N (2.18410, -0.73219, 0.18831)  -0.64
N (-2.44682, -0.05199, 1.05416)  -0.88
N (-0.93768, -2.08900, -0.36233)  -0.61
H (-0.37105, -0.18298, 1.83046)  0.23
H (2.30315, 0.08897, 0.78881)  0.31
H (2.07060, -1.54318, 0.79459)  0.36
H (-2.87706, -0.69640, 0.38296)  0.36
H (-2.67236, -0.47105, 1.95661)  0.35
H (-0.29732, -2.54621, -1.02147)  0.38
H (0.37220, 0.39405, -2.36422)  0.20
H (2.09930, 0.04835, -2.36241)  0.20
H (1.49055, 1.36757, -1.36299)  0.16
H (0.52108, 1.84531, 0.69263)  0.21
H (-0.88044, 1.85899, -0.43055)  0.22
H (-1.08585, 2.18748, 1.28804)  0.24

Forces on the atoms, in the same order (eV/Å):
C -6.265 -0.670 1.325
C 0.205 -0.253 0.257
C 0.280 0.067 -0.088
N -2.463 -1.536 -1.043
C 6.032 -0.279 -1.074
N -0.393 0.354 0.468
N 1.708 0.655 0.321
N -0.476 1.335 -0.072
H 0.263 -0.014 -0.170
H -0.081 -0.039 0.135
H 0.062 0.127 -0.327
H 0.823 0.201 0.017
H 0.418 0.188 -0.096
H -0.062 0.197 0.271
H 0.008 0.011 0.214
H -0.049 -0.041 0.137
H -0.090 0.109 -0.069
H -0.005 -0.033 -0.256
H 0.134 -0.064 0.103
H -0.048 -0.316 -0.054

## Properties
Maximum force = 6.4 eV/Å
Frontier orbital gap = 8.4 eV
Lowest unoccupied orbital energy = 0.7 eV
SMILES = [H]/N=C(/[C@@H](C)N)N(C)N
ΔE to the lowest compared entry with this formula, charge and spin = 363.4 kJ/mol

=====

# 2
Below is a 2-piece molecular cluster, C4H12N4 overall in a non-equilibrium geometry, with properties calculated with the ωB97M-V functional and the def2-TZVPD basis.

Last column: natural (NBO) charge in e.
CARTESIAN COORDINATES (ANGSTROEM)
N (1.60141, -0.21429, 0.22830)  -0.89
C (1.47549, -1.10802, 1.31726)  0.59
N (0.32419, -1.84627, 1.33353)  -0.81
N (2.33961, -1.18104, 2.26144)  -0.78
H (2.51667, 0.20544, 0.25727)  0.41
H (1.33930, -0.61339, -0.66071)  0.37
H (-0.14675, -1.98760, 0.45533)  0.37
H (0.21909, -2.56316, 2.03002)  0.43
H (2.62605, -0.23860, 2.53290)  0.35
C (-2.35884, 1.92093, 0.23845)  -0.15
C (-1.95241, 1.49944, -0.99877)  0.08
N (-0.93444, 0.66526, -1.23949)  -0.40
C (-0.67347, 0.35116, -2.66897)  -0.44
H (-1.64114, 1.99123, 1.05310)  0.23
H (-3.39667, 2.19678, 0.37996)  0.24
H (-2.50924, 1.80785, -1.87939)  0.23
H (-0.11446, 0.76703, -0.62021)  0.45
H (-0.07766, -0.54998, -2.75955)  0.24
H (-1.65337, 0.16562, -3.10350)  0.23
H (-0.20054, 1.20905, -3.14484)  0.24

Forces on the atoms, in the same order (eV/Å):
N -1.018 0.519 0.223
C 0.564 -0.212 1.011
N 0.205 0.133 -1.041
N -1.566 0.507 0.506
H 0.125 -0.106 -0.436
H 0.538 -0.186 -0.105
H -0.102 -0.352 0.073
H 0.207 0.018 0.106
H 1.064 -0.361 -0.504
C 0.330 0.425 1.001
C 0.363 -1.109 -1.254
N 0.028 2.311 -0.683
C -0.483 -0.117 0.616
H -0.343 -0.318 0.130
H 0.195 0.324 0.044
H -0.426 -0.469 0.102
H -0.132 -0.911 0.476
H 0.151 0.037 0.034
H 0.163 -0.027 -0.250
H 0.136 -0.105 -0.049

## Properties
Maximum force = 2.4 eV/Å
Frontier orbital gap (spin up / spin down) = 7.6 / 4.4 eV
Lowest unoccupied orbital energy (spin up / spin down) = -4.1 / -7.3 eV
⟨S²⟩ = 0.7697
Spin multiplicity = 2
Net charge = +1
ΔE to the lowest compared entry with this formula, charge and spin = 0.0 kJ/mol

=====

# 3
Below is one molecule with the formula C4H12N4O in a non-equilibrium geometry, with properties calculated with the ωB97M-V functional and the def2-TZVPD basis.

Last column: natural (NBO) charge in e.
CARTESIAN COORDINATES (ANGSTROEM)
C (-1.44815, -1.73029, 0.26307)  -0.44
N (-2.55518, 0.80603, -0.05322)  -0.62
N (-1.24299, 0.71663, 0.20620)  0.00
N (-0.78043, -0.48485, -0.08969)  -0.27
H (-2.90186, 0.34866, -0.89514)  0.36
H (-2.90743, 1.73691, 0.11126)  0.38
H (-0.72400, -2.52492, 0.09213)  0.23
H (-1.78904, -1.72772, 1.30488)  0.20
H (-2.29979, -1.92157, -0.39122)  0.20
C (1.40234, 2.02888, -0.07663)  -0.45
C (1.59146, -0.68061, 0.80453)  -0.66
C (0.77605, -0.28975, -0.42166)  0.52
O (1.08876, -1.21081, -1.44493)  -0.72
N (0.77817, 1.02732, -0.89367)  -0.45
H (0.91540, -0.71994, -2.26154)  0.49
H (1.32859, 2.99246, -0.58553)  0.20
H (2.47041, 1.83764, 0.11008)  0.19
H (0.91777, 2.13400, 0.91128)  0.19
H (2.64749, -0.48542, 0.62214)  0.22
H (1.26761, -0.10869, 1.67500)  0.22
H (1.46482, -1.74398, 1.01267)  0.22

Forces on the atoms, in the same order (eV/Å):
C 0.019 0.273 -0.101
N -0.548 -0.155 0.372
N 0.471 0.412 -0.480
N 1.600 -0.193 -0.886
H 0.158 0.091 0.166
H 0.065 -0.110 -0.087
H -0.005 0.015 0.064
H 0.058 -0.038 -0.054
H -0.004 -0.066 0.055
C -0.058 0.096 0.154
C -0.123 0.153 -0.076
C -1.398 -0.923 0.897
O -0.229 0.419 0.240
N -0.024 0.264 -0.048
H -0.017 -0.043 0.035
H 0.020 -0.082 0.029
H -0.085 -0.055 -0.043
H 0.069 -0.056 -0.142
H 0.008 -0.044 -0.002
H 0.011 -0.005 -0.041
H 0.011 0.049 -0.052

## Properties
Maximum force = 1.9 eV/Å
Frontier orbital gap (spin up / spin down) = 8.9 / 6.4 eV
Lowest unoccupied orbital energy (spin up / spin down) = 0.6 / -0.2 eV
ΔE to the lowest compared entry with this formula, charge and spin = 516.3 kJ/mol

=====

# 4
Below is a 2-piece molecular cluster, C4H12N4O overall in a non-equilibrium geometry, with properties calculated with the ωB97M-V functional and the def2-TZVPD basis.

Last column: natural (NBO) charge in e.
CARTESIAN COORDINATES (ANGSTROEM)
C (-2.27559, -1.40078, -0.78793)  -0.25
C (-1.09026, 0.25220, 0.71678)  0.74
N (-1.36757, -0.54290, 1.80690)  -0.86
O (-1.34108, -0.37737, -0.58873)  -0.59
N (-1.00088, 1.50311, 0.83822)  -0.75
H (-2.17749, -1.14694, 1.73651)  0.38
H (-1.38595, 0.00971, 2.65203)  0.40
H (-0.72490, 1.99818, 0.00000)  0.36
H (-2.29410, -1.60646, -1.86148)  0.20
H (-1.98108, -2.31711, -0.25534)  0.17
H (-3.26544, -1.10675, -0.42920)  0.17
C (1.70994, 1.03270, -1.34658)  -0.70
C (2.07030, 0.47106, 0.00643)  0.45
N (1.26289, -0.56081, 0.44244)  -0.82
N (3.03359, 0.82161, 0.75139)  -0.72
H (0.82164, -1.12436, -0.27550)  0.39
H (1.59057, -1.03783, 1.26813)  0.40
H (3.55318, 1.61859, 0.39615)  0.34
H (2.25800, 0.49868, -2.12428)  0.23
H (0.64882, 0.92389, -1.55461)  0.23
H (1.95542, 2.09156, -1.39134)  0.23

Forces on the atoms, in the same order (eV/Å):
C -0.040 -0.502 0.796
C -3.306 -0.171 -1.535
N 0.114 -0.575 0.056
O 1.619 1.632 1.309
N 1.153 -0.185 0.043
H 0.243 0.045 -0.138
H 0.049 0.010 -0.069
H -0.265 -0.125 -0.231
H -0.077 0.094 0.225
H -0.067 0.003 -0.157
H -0.130 0.008 -0.189
C -0.054 0.093 0.106
C 0.087 -0.462 -0.002
N 0.301 -0.215 -0.593
N 0.322 0.310 0.308
H 0.093 0.136 0.358
H 0.040 -0.037 -0.100
H -0.184 -0.009 -0.137
H 0.055 0.049 0.003
H -0.092 -0.088 -0.005
H 0.140 -0.012 -0.050

## Properties
Maximum force = 3.6 eV/Å
Frontier orbital gap = 9.6 eV
Lowest unoccupied orbital energy = 0.7 eV
SMILES = [H]/N=C(/N)OC.[H]/N=C(\C)N
ΔE to the lowest compared entry with this formula, charge and spin = 152.0 kJ/mol

=====

# 5
Below is an isolated ion of composition C4H12N4O4 and charge +2 in a non-equilibrium geometry, with properties calculated with the ωB97M-V functional and the def2-TZVPD basis.

Last column: natural (NBO) charge in e.
CARTESIAN COORDINATES (ANGSTROEM)
C (-1.02531, 0.83562, -0.13622)  0.18
C (-1.24863, -0.50328, 0.71039)  0.41
C (1.47199, 0.81426, -0.02487)  0.60
C (1.13575, -0.68908, -0.35146)  0.68
N (0.18081, 1.54163, -0.05266)  -0.65
N (-2.32891, -1.38618, 0.30693)  -0.75
N (0.09313, -1.20167, 0.73389)  -0.68
N (-2.10660, 1.43325, -0.61005)  -0.78
O (2.42438, 1.21388, -0.88750)  -0.69
O (1.85532, 0.72770, 1.33433)  -0.76
O (0.50443, -0.90783, -1.53088)  -0.70
O (2.28933, -1.45116, -0.17504)  -0.73
H (0.11417, 2.44568, -0.52426)  0.43
H (-2.28213, -1.98815, 1.16872)  0.47
H (-3.24020, -0.86461, 0.55922)  0.49
H (0.55709, -0.78638, 1.66737)  0.53
H (0.10069, -2.28624, 0.79762)  0.48
H (-2.18537, 2.46953, -0.62518)  0.43
H (-3.08862, 1.03034, -0.53866)  0.40
H (-2.29459, -1.85949, -0.52139)  0.46
H (2.78500, 2.16589, -0.76760)  0.54
H (1.86869, 1.50956, 1.90721)  0.53
H (1.20113, -1.13992, -2.21033)  0.54
H (3.21845, -1.12332, -0.22959)  0.56

Forces on the atoms, in the same order (eV/Å):
C 1.090 -2.803 1.390
C 3.571 1.986 -2.239
C -2.370 0.617 1.599
C 2.744 -0.069 -0.415
N -0.132 0.034 -0.145
N -1.764 2.431 6.621
N 0.545 0.278 2.977
N -4.350 1.768 -0.668
O 0.889 1.928 -0.150
O 0.558 -0.897 0.202
O 1.080 -0.531 -0.941
O -1.402 -0.824 -0.108
H 0.459 -0.454 0.087
H -0.548 -0.692 -1.230
H 1.102 -0.907 -1.310
H -0.554 -1.053 -1.929
H 0.117 2.050 -0.214
H 0.222 -0.925 0.068
H 2.126 0.707 -0.174
H -0.014 -1.693 -3.521
H -0.959 -2.190 -0.015
H -0.186 0.302 -0.722
H -0.973 0.236 0.756
H -1.249 0.699 0.082

## Properties
Maximum force = 7.3 eV/Å
Frontier orbital gap (spin up / spin down) = 5.9 / 6.8 eV
Lowest unoccupied orbital energy (spin up / spin down) = -7.2 / -10.5 eV
⟨S²⟩ = 2.0051
Spin multiplicity = 3
Net charge = +2

=====

# 6
Below is a 2-piece molecular cluster, C4H12NO overall, with properties calculated with the ωB97M-V functional and the def2-TZVPD basis.

Last column: natural (NBO) charge in e.
CARTESIAN COORDINATES (ANGSTROEM)
C (2.44804, -0.68048, 1.20580)  -0.27
O (2.17365, 0.71315, 1.43030)  -0.76
H (2.98926, -0.76950, 0.26890)  0.19
H (3.00120, -1.12832, 2.02684)  0.21
H (1.51139, -1.24808, 1.12170)  0.15
H (2.10688, 0.82155, 2.39085)  0.49
C (-2.54079, 0.15980, -0.33344)  -0.67
C (-1.15478, 0.04629, -0.88200)  0.13
C (-0.75395, -0.66316, -1.92606)  -0.34
N (-0.17111, 0.88560, -0.17154)  -0.68
H (-3.18831, -0.56330, -0.81692)  0.26
H (-2.50535, -0.07900, 0.73376)  0.23
H (-2.97976, 1.14690, -0.47794)  0.25
H (0.27550, -0.61927, -2.25472)  0.22
H (-1.47909, -1.29822, -2.40469)  0.25
H (-0.13904, 0.63368, 0.81914)  0.45
H (-0.37132, 1.88326, -0.20211)  0.44
H (0.77757, 0.75908, -0.52786)  0.46

Forces on the atoms, in the same order (eV/Å):
C -0.470 -0.054 -0.027
O -0.218 -0.334 0.456
H 0.200 -0.025 0.050
H 0.262 0.078 -0.086
H 0.031 -0.006 -0.049
H 0.119 0.242 -0.333
C 0.361 -0.322 0.277
C -0.516 0.060 -0.804
C 0.041 0.446 0.846
N 0.196 -0.185 0.103
H -0.023 -0.063 -0.042
H -0.286 0.124 0.019
H 0.118 0.099 0.062
H -0.032 -0.238 -0.209
H 0.107 -0.082 -0.308
H 0.249 0.039 0.074
H -0.212 0.213 -0.134
H 0.073 0.008 0.102

## Properties
Maximum force = 1.0 eV/Å
Frontier orbital gap = 11.3 eV
Lowest unoccupied orbital energy = -3.4 eV
Net charge = +1
ΔE to the lowest compared entry with this formula, charge and spin = 147.8 kJ/mol

=====

# 7
Below is a 2-piece molecular cluster, C4H12NO overall in a non-equilibrium geometry, with properties calculated with the ωB97M-V functional and the def2-TZVPD basis.

Last column: natural (NBO) charge in e.
CARTESIAN COORDINATES (ANGSTROEM)
C (2.63685, -0.46950, -0.58180)  -0.41
N (1.74394, -0.29258, 0.63223)  -0.69
H (2.49667, 0.41024, -1.22842)  0.24
H (3.66083, -0.57840, -0.21615)  0.24
H (2.20815, -1.33579, -1.08715)  0.24
H (0.83241, -0.11782, 0.26333)  0.46
H (2.06584, 0.49347, 1.19129)  0.44
H (1.75430, -1.14450, 1.22087)  0.44
C (-0.67397, 1.97363, -0.69493)  -0.63
C (-0.97404, 0.45413, -0.58015)  -0.38
C (-1.57905, -0.19212, 0.45811)  0.17
O (-1.84447, -1.49092, 0.60272)  -0.67
H (-1.08009, 2.41845, -1.60328)  0.25
H (-1.17992, 2.55239, 0.02280)  0.23
H (0.43286, 2.13562, -0.61617)  0.19
H (-0.64025, -0.18037, -1.40840)  0.21
H (-1.93469, 0.35322, 1.33076)  0.17
H (-2.52661, -1.62793, 1.27579)  0.51

Forces on the atoms, in the same order (eV/Å):
C -0.517 0.153 0.278
N 2.147 -0.675 0.174
H 0.262 -0.307 0.370
H -0.208 -0.150 -0.483
H 0.615 -0.037 -0.091
H -1.927 0.309 0.057
H -0.196 0.096 0.149
H -0.181 0.570 -0.362
C 0.629 -1.649 -0.373
C -0.109 -0.611 0.605
C -0.002 2.306 -0.059
O 0.230 -1.061 -0.679
H 0.461 -0.460 -0.435
H -0.382 0.465 1.528
H -0.936 0.227 -0.260
H -0.248 0.191 -0.024
H 0.088 0.571 -0.223
H 0.275 0.060 -0.174

## Properties
Maximum force = 2.3 eV/Å
Frontier orbital gap = 9.3 eV
Lowest unoccupied orbital energy = -3.5 eV
Net charge = +1
ΔE to the lowest compared entry with this formula, charge and spin = 164.9 kJ/mol

=====

# 8
Below is a 2-piece molecular cluster, C4H12NO overall in a non-equilibrium geometry, with properties calculated with the ωB97M-V functional and the def2-TZVPD basis.

Last column: natural (NBO) charge in e.
CARTESIAN COORDINATES (ANGSTROEM)
C (0.55238, -0.38858, 1.84967)  -0.61
C (1.09233, -1.43993, -1.43127)  -0.49
C (-0.58693, 0.20572, 1.13153)  -0.55
C (-0.15523, 0.52149, -0.22478)  0.51
N (-1.42523, 0.82790, -1.22191)  -0.75
O (0.86890, 1.37357, -0.40551)  -0.71
H (0.15291, -0.98146, 2.71064)  0.25
H (1.00086, -1.05435, 1.06343)  0.23
H (1.33887, 0.42933, 2.19025)  0.23
H (1.40307, -0.72940, -2.19588)  0.20
H (0.32739, -2.20318, -1.56934)  0.19
H (1.92359, -1.77611, -0.64795)  0.22
H (-1.46873, -0.53842, 1.06342)  0.23
H (-0.89746, 1.16835, 1.64313)  0.23
H (-2.03771, 1.46263, -0.78375)  0.42
H (-1.15508, 1.08738, -2.18525)  0.45
H (-1.92075, -0.08270, -1.22596)  0.44
H (0.98680, 2.11778, 0.23953)  0.50

Forces on the atoms, in the same order (eV/Å):
C 2.170 -0.353 1.048
C 0.953 0.222 2.678
C -2.822 0.527 0.030
C 1.275 -0.448 -2.366
N 1.749 -2.281 0.324
O -0.406 0.724 -0.150
H 0.835 0.577 -0.576
H 0.119 0.313 1.428
H -1.612 -1.917 -0.594
H -0.185 -0.415 0.096
H 0.137 0.372 -0.325
H -1.936 1.047 -1.888
H 1.183 1.276 0.330
H -0.226 -0.887 -0.412
H -0.991 1.512 0.374
H -0.088 0.010 0.710
H 0.319 0.587 -0.359
H -0.473 -0.867 -0.346

## Properties
Maximum force = 2.9 eV/Å
Frontier orbital gap (spin up / spin down) = 8.6 / 9.4 eV
Lowest unoccupied orbital energy (spin up / spin down) = -4.4 / -3.8 eV
Net charge = +1
ΔE to the lowest compared entry with this formula, charge and spin = 477.9 kJ/mol